The following is a quantum chemistry calculation of a cluster of 15 separate species, C90H181N11O38 in total at a distorted geometry, from OMol25.

Properties
Max |F|   0.08431 Eh/bohr
Energy relative to the best compared isomer or geometry (same formula, charge and spin)   3.539 eV
HOMO level   -8.3 eV

Geometry as ORCA input:
```
! RIJCOSX wB97M-V def2-TZVPD def2/J DEFGRID3
* xyz 0 1
C 3.370 -10.196 0.588
O 3.210 -10.511 -0.834
C 2.833 -9.383 -1.613
C 4.009 -8.390 -1.833
N 4.190 -7.357 -0.812
C 3.420 -6.187 -1.172
C 3.282 -5.230 0.061
O 2.455 -5.867 1.033
C 2.469 -5.189 2.283
H 3.976 -10.965 1.066
H 2.478 -10.099 1.206
H 3.979 -9.295 0.664
H 1.920 -8.881 -1.293
H 2.494 -9.753 -2.580
H 3.863 -8.012 -2.845
H 4.886 -9.035 -1.875
H 3.850 -7.707 0.073
H 2.451 -6.383 -1.630
H 4.040 -5.653 -1.892
H 2.986 -4.262 -0.343
H 4.308 -5.086 0.401
H 2.317 -4.112 2.209
H 3.516 -5.228 2.583
H 1.757 -5.755 2.884
C 3.539 -1.563 -0.794
O 2.674 -0.744 -0.024
C 1.931 -1.443 0.875
C 0.588 -0.729 1.242
N 0.777 0.619 1.929
C -0.226 1.558 1.581
C -1.594 1.429 2.310
O -2.249 2.683 2.123
C -3.543 2.763 2.752
H 2.978 -2.252 -1.425
H 4.178 -2.238 -0.224
H 4.160 -1.008 -1.497
H 2.506 -1.755 1.747
H 1.589 -2.355 0.387
H -0.011 -1.260 1.981
H 0.010 -0.704 0.318
H 1.709 0.922 1.685
H -0.345 1.764 0.517
H 0.131 2.544 1.879
H -1.425 1.134 3.346
H -2.244 0.633 1.946
H -3.959 3.763 2.635
H -3.375 2.509 3.799
H -4.249 2.039 2.346
C 7.008 -2.149 -2.215
O 7.166 -3.557 -2.339
C 6.906 -4.387 -1.247
C 8.133 -5.401 -1.156
N 8.394 -6.184 -2.346
C 7.467 -7.303 -2.465
C 7.259 -7.916 -3.805
O 8.390 -8.443 -4.446
C 8.227 -9.256 -5.523
H 7.593 -1.747 -1.388
H 5.952 -1.996 -1.994
H 7.301 -1.766 -3.193
H 5.951 -4.842 -1.511
H 6.752 -3.829 -0.323
H 8.041 -5.947 -0.217
H 9.014 -4.793 -0.953
H 8.090 -5.470 -2.993
H 6.524 -6.813 -2.220
H 7.675 -8.119 -1.774
H 6.773 -7.257 -4.524
H 6.408 -8.586 -3.680
H 7.637 -10.106 -5.180
H 9.224 -9.532 -5.868
H 7.851 -8.636 -6.337
C -7.737 4.373 1.827
O -8.027 5.390 0.882
C -7.388 6.580 1.171
C -7.796 7.533 0.057
N -9.129 8.055 0.229
C -9.572 8.866 -0.849
C -11.040 9.359 -0.602
O -11.979 8.351 -0.444
C -12.029 7.247 -1.426
H -7.780 4.700 2.866
H -6.757 3.941 1.621
H -8.561 3.660 1.811
H -6.317 6.379 1.135
H -7.606 7.030 2.140
H -7.612 7.069 -0.912
H -7.116 8.380 -0.029
H -9.746 7.260 0.316
H -9.565 8.358 -1.814
H -8.996 9.782 -0.983
H -11.209 9.974 -1.486
H -11.132 10.092 0.199
H -13.020 6.806 -1.529
H -11.262 6.513 -1.177
H -11.759 7.719 -2.370
C -0.581 -4.751 -0.599
O -1.034 -3.780 -1.485
C -0.289 -3.972 -2.730
C -0.525 -2.747 -3.677
N 0.194 -2.971 -4.995
C 0.111 -1.825 -5.851
C 0.472 -2.350 -7.282
O -0.655 -3.117 -7.601
C -0.256 -4.116 -8.450
H 0.499 -4.678 -0.472
H -0.941 -5.770 -0.735
H -1.002 -4.645 0.401
H -0.568 -4.864 -3.290
H 0.781 -4.061 -2.547
H -0.128 -1.840 -3.222
H -1.582 -2.707 -3.941
H -0.174 -3.807 -5.426
H 0.843 -1.092 -5.512
H -0.913 -1.453 -5.894
H 1.418 -2.887 -7.215
H 0.615 -1.519 -7.973
H 0.286 -4.967 -8.039
H 0.375 -3.730 -9.250
H -1.098 -4.528 -9.006
C -6.658 -4.886 5.335
O -5.423 -5.263 4.748
C -4.502 -5.872 5.708
C -3.064 -6.100 5.134
N -2.279 -4.839 5.310
C -0.916 -4.870 4.716
C -0.100 -3.687 5.065
O 1.123 -3.773 4.408
C 1.964 -2.600 4.449
H -7.264 -4.611 4.472
H -6.542 -4.010 5.973
H -7.137 -5.704 5.874
H -4.873 -6.854 6.002
H -4.384 -5.226 6.578
H -3.083 -6.392 4.084
H -2.481 -6.897 5.595
H -2.799 -4.016 5.043
H -1.135 -4.951 3.652
H -0.236 -5.650 5.059
H 0.110 -3.533 6.123
H -0.684 -2.816 4.770
H 1.563 -1.873 3.743
H 2.947 -3.058 4.342
H 2.102 -2.209 5.457
C 3.887 -5.621 -8.487
O 4.174 -6.174 -7.197
C 3.218 -6.758 -6.406
C 2.505 -5.711 -5.514
N 3.143 -5.215 -4.278
C 4.491 -4.596 -4.417
C 4.555 -3.229 -5.126
O 3.726 -2.382 -4.324
C 3.672 -1.056 -4.835
H 3.423 -6.368 -9.131
H 4.792 -5.278 -8.989
H 3.220 -4.758 -8.488
H 3.657 -7.492 -5.730
H 2.389 -7.264 -6.900
H 1.511 -6.112 -5.320
H 2.327 -4.834 -6.137
H 2.512 -4.660 -3.718
H 5.121 -5.349 -4.891
H 4.918 -4.360 -3.443
H 4.227 -3.360 -6.158
H 5.591 -2.891 -5.140
H 4.630 -0.645 -4.514
H 2.900 -0.466 -4.341
H 3.354 -1.053 -5.877
C -4.383 13.111 2.324
O -3.560 12.423 1.381
C -3.806 11.012 1.367
C -3.287 10.437 0.015
N -3.650 9.069 -0.203
C -3.099 8.011 0.639
C -1.555 7.839 0.583
O -1.021 6.886 1.526
C -1.368 5.491 1.404
H -4.111 12.823 3.339
H -5.462 13.010 2.209
H -4.154 14.176 2.357
H -4.863 10.755 1.438
H -3.357 10.461 2.193
H -2.209 10.587 -0.046
H -3.823 10.903 -0.811
H -4.534 8.925 -0.670
H -3.445 7.064 0.226
H -3.489 8.087 1.654
H -1.042 8.748 0.897
H -1.116 7.710 -0.407
H -0.589 4.920 1.909
H -1.461 5.178 0.364
H -2.316 5.252 1.886
C -6.872 1.129 3.142
O -6.749 2.409 3.744
C -6.966 2.530 5.140
C -6.230 1.555 6.066
N -6.739 0.217 6.134
C -7.815 -0.099 6.998
C -7.459 -1.076 8.148
O -8.598 -1.204 8.991
C -8.327 -1.740 10.306
H -6.306 1.158 2.211
H -7.903 0.802 3.014
H -6.288 0.336 3.609
H -7.966 2.633 5.560
H -6.734 3.595 5.159
H -6.099 1.922 7.084
H -5.241 1.470 5.614
H -5.989 -0.414 6.380
H -8.555 -0.485 6.297
H -8.202 0.791 7.494
H -6.562 -0.601 8.546
H -7.042 -2.035 7.839
H -7.297 -1.579 10.626
H -8.372 -2.824 10.414
H -8.958 -1.279 11.066
C 0.381 8.802 -3.975
O -0.471 7.817 -3.421
C -1.705 8.343 -2.971
C -2.608 7.108 -2.599
N -2.725 6.200 -3.756
C -3.714 5.189 -3.572
C -3.296 4.077 -2.660
O -3.149 4.392 -1.248
C -4.357 4.544 -0.574
H 1.379 8.431 -4.208
H 0.514 9.676 -3.338
H -0.067 9.163 -4.901
H -2.253 8.931 -3.708
H -1.519 8.950 -2.085
H -3.562 7.553 -2.318
H -2.214 6.500 -1.785
H -1.845 5.751 -3.963
H -3.942 4.814 -4.570
H -4.660 5.646 -3.282
H -2.301 3.838 -3.035
H -3.883 3.165 -2.761
H -4.663 3.622 -0.078
H -5.162 4.837 -1.248
H -4.345 5.171 0.317
C 9.020 -0.579 1.087
O 7.871 -0.160 0.378
C 6.688 -0.008 1.261
C 6.563 -1.009 2.518
N 6.197 -2.359 2.067
C 6.040 -3.327 3.093
C 7.400 -3.967 3.623
O 7.849 -4.765 2.565
C 9.018 -5.438 2.872
H 8.915 -1.586 1.491
H 9.397 0.174 1.780
H 9.791 -0.582 0.316
H 5.812 -0.206 0.644
H 6.660 1.025 1.609
H 5.780 -0.539 3.113
H 7.399 -0.958 3.215
H 6.563 -2.652 1.173
H 5.437 -4.120 2.650
H 5.387 -2.944 3.877
H 7.241 -4.674 4.437
H 8.183 -3.322 4.022
H 9.885 -4.785 2.968
H 9.221 -6.017 1.971
H 8.878 -6.194 3.645
C 5.447 5.260 -3.175
C 5.523 4.854 -1.890
C 5.420 3.440 -1.515
O 5.751 3.012 -0.444
C 5.070 2.564 -2.611
C 4.823 3.008 -3.871
C 5.016 4.436 -4.277
O 4.816 4.901 -5.443
O 4.472 2.098 -4.796
O 5.608 5.756 -0.874
H 5.547 6.324 -3.336
H 5.010 1.507 -2.397
H 4.574 2.486 -5.669
H 5.711 5.181 -0.112
C 2.646 1.214 8.128
C 2.329 0.266 9.001
C 1.134 -0.624 8.878
O 0.631 -1.372 9.701
C 0.552 -0.573 7.557
C 0.848 0.391 6.681
C 1.881 1.464 6.865
O 2.052 2.451 6.214
O 0.259 0.486 5.495
O 2.966 0.140 10.169
H 3.510 1.825 8.347
H -0.091 -1.361 7.194
H 0.221 1.419 5.275
H 2.567 -0.466 10.798
C -4.067 0.639 -1.241
C -2.948 0.538 -1.962
C -2.933 0.139 -3.384
O -2.016 0.180 -4.171
C -4.240 -0.080 -3.813
C -5.410 -0.014 -3.107
C -5.443 0.402 -1.672
O -6.489 0.489 -0.975
O -6.575 -0.519 -3.639
O -1.683 0.873 -1.507
H -3.986 1.101 -0.269
H -4.262 -0.494 -4.811
H -7.092 -0.964 -2.963
H -1.083 0.865 -2.256
C 2.112 4.108 -1.518
C 1.955 2.805 -1.770
C 1.220 2.244 -3.004
O 1.001 1.081 -3.200
C 0.783 3.292 -3.908
C 0.920 4.599 -3.615
C 1.674 5.186 -2.454
O 1.918 6.401 -2.343
O 0.270 5.441 -4.482
O 2.346 1.820 -0.939
H 2.685 4.255 -0.614
H 0.291 2.951 -4.806
H 0.400 6.364 -4.253
H 2.047 0.946 -1.199
*
```